Record 1
{
  "formula": "C15H32FO9P",
  "method": "ωB97M-V/def2-TZVPD",
  "fmax_ev_per_a": 0.86,
  "e_tot_ev": -46508.094,
  "multiplicity": 1,
  "lumo_ev": 0.587,
  "species": ["C", "C", "F", "C", "P", "H", "H", "H", "H", "H", "H", "H", "H", "C", "C", "O", "C", "O", "O", "C", "H", "H", "H", "H", "H", "H", "H", "H", "C", "C", "O", "C", "O", "O", "C", "H", "H", "H", "H", "H", "H", "H", "H", "C", "C", "O", "C", "O", "O", "C", "H", "H", "H", "H", "H", "H", "H", "H"],
  "coordinates": [[2.961713, 3.042984, 1.802756], [1.485363, 2.688874, 1.846436], [1.229486, 2.112196, 3.100400], [0.553554, 3.866864, 1.616999], [-1.116014, 3.900585, 2.385951], [3.605454, 2.154741, 1.786689], [3.180275, 3.645206, 0.910690], [3.202987, 3.640578, 2.696982], [1.262294, 1.895653, 1.120427], [1.054293, 4.806936, 1.896251], [0.351585, 3.926020, 0.531998], [-1.418151, 2.545045, 2.150128], [-0.719457, 3.666813, 3.714602], [-3.833290, -0.167981, -3.297584], [-3.707233, 1.313373, -3.559641], [-4.544067, 2.077989, -2.668312], [-4.020948, 2.281136, -1.463374], [-2.912433, 1.961023, -1.108512], [-4.887408, 2.977195, -0.733097], [-4.400069, 3.301425, 0.574309], [-4.865563, -0.501471, -3.406708], [-3.213163, -0.716448, -4.007220], [-3.491201, -0.409224, -2.291527], [-4.050366, 1.580405, -4.556732], [-2.678322, 1.647858, -3.436304], [-3.439690, 3.805489, 0.508663], [-4.292374, 2.395011, 1.168226], [-5.140233, 3.959829, 1.017711], [1.302518, -3.555088, -5.933202], [1.428130, -2.059522, -6.111744], [0.501578, -1.346719, -5.269098], [0.888431, -1.195508, -4.004576], [1.929577, -1.567522, -3.529659], [-0.082074, -0.565235, -3.346929], [0.171966, -0.351953, -1.956738], [0.275642, -3.874938, -6.111437], [1.949839, -4.064213, -6.647961], [1.600518, -3.851100, -4.928517], [1.155062, -1.751272, -7.118760], [2.437484, -1.714769, -5.891434], [1.131621, 0.139490, -1.809565], [0.165960, -1.300106, -1.421084], [-0.642063, 0.280631, -1.612439], [3.006321, -1.224935, 2.915368], [1.846636, -1.017091, 3.862494], [1.108159, -2.239084, 4.069398], [1.642217, -3.084227, 4.943760], [2.629586, -2.897493, 5.607172], [0.848647, -4.152071, 5.029835], [1.270942, -5.124808, 5.989715], [2.657315, -1.642594, 1.970135], [3.484430, -0.265225, 2.714219], [3.749137, -1.893967, 3.347258], [1.113829, -0.325685, 3.453855], [2.182364, -0.639788, 4.827347], [1.395381, -4.667701, 6.969144], [2.213061, -5.577005, 5.684000], [0.480765, -5.868603, 6.009233]],
  "atomic_forces_ev_per_a": [[0.03, 0.29, 0.08], [0.05, -0.49, -0.07], [0.10, -0.01, 0.14], [0.30, 0.51, -0.62], [-0.06, -0.11, 0.08], [-0.25, 0.17, 0.04], [-0.04, -0.15, 0.19], [-0.03, -0.16, -0.33], [-0.03, 0.13, 0.08], [-0.13, -0.19, -0.07], [0.23, 0.11, 0.34], [-0.14, -0.13, -0.01], [0.00, -0.01, 0.14], [-0.01, -0.08, 0.00], [0.10, 0.01, -0.08], [-0.06, -0.15, 0.10], [0.18, 0.49, -0.23], [0.01, -0.22, 0.12], [-0.04, -0.12, 0.05], [-0.05, 0.04, 0.07], [0.00, 0.03, -0.02], [0.02, -0.01, 0.00], [0.02, 0.00, 0.00], [-0.05, 0.00, 0.02], [0.01, -0.02, -0.05], [-0.01, 0.01, 0.01], [0.02, 0.02, 0.02], [-0.04, -0.02, -0.03], [-0.04, 0.01, 0.01], [0.05, 0.05, -0.05], [-0.02, 0.01, -0.01], [-0.08, -0.09, 0.03], [0.09, 0.00, 0.03], [-0.06, 0.06, -0.11], [-0.11, 0.08, 0.14], [0.01, -0.01, 0.00], [0.01, -0.01, 0.00], [0.00, 0.01, 0.00], [0.01, -0.02, -0.01], [0.00, -0.01, -0.01], [0.01, 0.00, -0.02], [0.03, -0.01, -0.01], [0.00, 0.00, 0.04], [-0.03, -0.01, -0.02], [-0.04, 0.11, 0.01], [0.09, -0.07, -0.15], [-0.30, 0.22, 0.38], [0.19, -0.07, -0.11], [0.03, -0.09, -0.10], [0.00, -0.03, -0.03], [0.01, 0.01, -0.01], [0.01, 0.00, 0.00], [0.00, 0.00, 0.01], [0.02, -0.03, 0.00], [0.01, -0.02, 0.00], [-0.01, 0.00, 0.00], [0.00, 0.00, 0.01], [0.02, -0.02, 0.02]],
  "nbo_charge": [-0.639, 0.204, -0.387, -0.730, 0.304, 0.220, 0.218, 0.220, 0.162, 0.227, 0.240, -0.022, -0.014, -0.639, -0.073, -0.491, 0.984, -0.669, -0.491, -0.258, 0.212, 0.226, 0.219, 0.192, 0.199, 0.200, 0.189, 0.198, -0.638, -0.071, -0.497, 0.982, -0.650, -0.499, -0.262, 0.212, 0.218, 0.226, 0.190, 0.198, 0.192, 0.190, 0.212, -0.638, -0.075, -0.495, 0.981, -0.653, -0.496, -0.255, 0.211, 0.213, 0.224, 0.204, 0.198, 0.195, 0.190, 0.195]
}

Record 2
{
  "formula": "C15H32MnNO2P2",
  "method": "ωB97M-V/def2-TZVPD",
  "fmax_ev_per_a": 1.74,
  "e_tot_ev": -71550.934,
  "total_charge": 1,
  "multiplicity": 6,
  "de_lowest_ev": 0.0000,
  "lumo_ev": [-2.676, -2.866],
  "species": ["Mn", "P", "C", "C", "N", "C", "C", "C", "C", "C", "P", "H", "H", "H", "H", "H", "H", "H", "H", "O", "H", "H", "O", "H", "C", "H", "H", "H", "C", "H", "H", "H", "C", "H", "H", "H", "C", "H", "H", "H", "C", "C", "C", "C", "H", "H", "H", "H", "H", "H", "H", "H", "H"],
  "coordinates": [[-0.000966, -0.188433, 0.253405], [-0.161175, 1.671313, 1.583143], [0.657505, 2.867904, 0.473549], [1.815178, 2.218717, -0.244186], [1.704540, 0.896521, -0.503622], [2.653650, 0.252392, -1.218290], [3.829149, 0.903451, -1.580361], [3.968578, 2.265647, -1.308770], [2.930303, 2.935888, -0.659266], [2.400327, -1.195085, -1.564148], [0.630744, -1.608983, -1.418506], [2.980430, 4.004238, -0.438316], [4.613068, 0.334951, -2.086562], [4.871796, 2.799193, -1.603697], [2.724196, -1.400411, -2.592313], [2.944990, -1.870306, -0.885333], [-0.119574, 3.189894, -0.251027], [0.997943, 3.726421, 1.070162], [-2.774331, 1.282500, -3.063650], [-2.047092, 1.851965, -2.743251], [-2.337115, 2.760569, -2.859697], [-3.600039, -1.190766, -2.346017], [-3.049693, -0.657036, -2.963656], [-3.299371, -1.026478, -3.825211], [-0.026200, -1.104565, -3.017255], [0.503801, -1.632432, -3.823108], [-1.111976, -1.279399, -3.061910], [0.106642, -0.021391, -3.136384], [0.561239, -3.407392, -1.225960], [-0.491768, -3.720350, -1.195521], [1.077552, -3.930518, -2.044724], [1.023473, -3.687847, -0.267666], [0.949943, 1.603678, 3.016363], [1.131818, 2.614319, 3.405261], [0.511245, 0.968638, 3.796003], [1.903251, 1.150262, 2.715796], [-1.703185, 2.478355, 2.094861], [-2.339994, 1.767529, 2.639139], [-1.502936, 3.350681, 2.737655], [-2.250030, 2.798153, 1.195020], [-0.864506, -2.966200, 1.931460], [-1.869042, -1.809808, 1.929137], [-1.770143, -1.056380, 3.257511], [-1.772686, -0.888275, 0.701606], [0.177540, -2.608881, 1.998508], [-0.968129, -3.576183, 1.025604], [-1.043215, -3.604724, 2.809070], [-2.875498, -2.247449, 1.882625], [-0.726083, -0.813735, 3.506963], [-2.359867, -0.131952, 3.234476], [-2.158555, -1.690666, 4.067292], [-2.076494, -1.403826, -0.218933], [-2.369243, 0.026291, 0.822732]],
  "atomic_forces_ev_per_a": [[0.11, -0.35, 0.35], [0.26, 1.20, 1.24], [-0.11, 0.55, 0.15], [0.33, -0.30, -0.29], [0.64, 0.77, -0.92], [0.13, 0.51, 0.51], [0.05, 0.08, -0.18], [-0.25, -0.22, 0.10], [0.11, 0.07, 0.19], [0.28, -0.44, -0.32], [0.90, -1.04, -0.81], [0.07, -0.35, -0.14], [-0.25, 0.29, 0.11], [-0.24, -0.15, 0.07], [0.27, 0.05, 0.23], [0.02, 0.24, -0.19], [0.48, -0.02, 0.27], [-0.09, 0.03, -0.44], [0.50, 0.24, 0.39], [-0.19, -0.10, -0.07], [-0.06, 0.01, -0.09], [0.52, 0.69, -0.35], [-1.13, -1.02, 0.15], [0.09, 0.19, 0.09], [-0.17, -0.25, -0.49], [-0.22, 0.15, 0.09], [0.57, -0.03, 0.02], [0.04, -0.19, 0.07], [0.14, -0.42, -0.44], [0.31, 0.06, -0.06], [-0.20, 0.05, 0.22], [-0.14, 0.14, -0.33], [0.07, 0.39, 0.38], [0.06, -0.27, 0.13], [0.10, 0.26, -0.15], [-0.18, 0.15, 0.02], [-0.13, 0.31, 0.19], [0.28, 0.28, -0.17], [-0.13, -0.24, -0.25], [0.17, -0.08, 0.27], [-0.24, -0.03, 0.00], [-0.62, 0.09, -0.24], [-0.09, -0.14, 0.04], [-1.18, -0.57, 0.39], [-0.17, 0.02, -0.05], [0.05, 0.07, 0.27], [0.12, 0.05, -0.28], [0.10, -0.22, 0.34], [-0.20, 0.00, -0.08], [0.10, -0.26, 0.11], [0.15, 0.25, -0.11], [-0.49, -0.12, 0.12], [-0.54, -0.39, -0.02]],
  "mulliken_spin": [4.700, 0.054, 0.001, 0.002, 0.060, 0.006, -0.009, 0.012, -0.009, 0.005, 0.052, 0.000, 0.001, 0.000, 0.004, 0.001, -0.003, 0.002, 0.001, 0.004, 0.000, 0.001, -0.001, 0.000, 0.013, 0.002, 0.000, -0.001, 0.008, 0.001, 0.003, 0.001, 0.012, 0.003, 0.003, -0.011, 0.006, 0.002, 0.001, 0.001, 0.016, -0.053, 0.006, 0.114, 0.012, -0.001, 0.002, 0.002, -0.004, -0.004, 0.002, -0.023, 0.008]
}